1.
The following is a quantum chemistry calculation of 2 unconnected molecules or ions with the total composition C3H10N2O in a non-equilibrium geometry, from the Open Molecules 2025 dataset.

Atoms and positions in Å:
C: -1.29436 2.16100 -0.98498
C: -1.35205 0.82878 -0.86199
N: -1.95723 0.10490 0.14372
H: -0.81418 2.59826 -1.84556
H: -1.41613 2.76183 -0.08704
H: -1.22628 0.25195 -1.77461
H: -2.03343 -0.88070 0.01145
H: -2.01279 0.41686 1.08788
N: 1.58663 0.18350 1.05726
C: 1.31977 -1.21923 0.91388
O: 1.25990 -1.70716 -0.43282
H: 2.43214 0.38897 0.54082
H: 0.85094 0.58000 0.48349
H: 2.03950 -1.83555 1.46382
H: 0.33810 -1.47097 1.31452
H: 2.05761 -2.14352 -0.68127

Results
SMILES = C=CN.NCO
Total energy = -305.010474 hartree
Relative energy (zero: lowest compared OMol25 entry of this formula, charge and spin) = 168.5 kJ/mol
LUMO = 0.0315 hartree

---

2.
The following is a quantum chemistry calculation of a single C7H10 molecule, from the Open Molecules 2025 dataset.

Atoms and positions in Å:
C: 1.64971 -1.86365 0.63413
C: 0.82196 -1.31607 -0.47865
C: 0.09498 -0.21422 -0.39101
C: -0.80558 0.48059 -1.39047
C: -0.88751 1.65431 -0.40611
C: -1.44069 1.20943 0.90841
C: -0.00126 0.90788 0.59638
H: 2.70862 -1.88818 0.35775
H: 1.31678 -2.88571 0.84912
H: 1.53105 -1.27112 1.54745
H: 0.81306 -1.88085 -1.41082
H: -0.27455 0.70208 -2.32075
H: -1.74978 -0.02748 -1.62059
H: -0.83444 2.70057 -0.68549
H: -2.16200 0.39613 0.96920
H: -1.59286 2.00309 1.63623
H: 0.81247 1.29321 1.20522

Results
SMILES = C/C=C1/C[C@H]2C[C@@H]12
Total energy = -272.641845 hartree
Relative energy (zero: lowest compared OMol25 entry of this formula, charge and spin) = 199.9 kJ/mol
LUMO = 0.0430 hartree

---

3.
The following is a quantum chemistry calculation of a molecular structure, C26H32ClO4Sr in a non-equilibrium geometry, from the Open Molecules 2025 dataset.

Atoms and positions in Å:
O: -3.16022 -4.60320 -0.14630
C: -2.62504 -5.87044 0.34154
C: -3.66630 -6.77925 -0.24990
H: -2.56147 -5.85379 1.43100
H: -1.71651 -6.18512 -0.16502
C: -4.20335 -5.41636 -0.78626
H: -4.25692 -7.33615 0.47620
H: -3.27628 -7.42092 -1.04164
C: -5.58853 -5.11446 -0.24055
H: -5.61985 -5.25103 0.84855
H: -6.38020 -5.73242 -0.69426
H: -5.82674 -4.06759 -0.44127
C: -4.04937 -5.25948 -2.28532
H: -3.01667 -5.49819 -2.56935
H: -4.20901 -4.20462 -2.53272
H: -4.74297 -5.89385 -2.85394
Sr: -0.81476 -0.36193 0.14245
C: 0.85520 0.79281 -1.99963
C: 2.00849 0.28495 -1.34535
C: 2.15893 -1.08137 -1.71943
H: 2.70013 0.85805 -0.71810
C: 1.11070 -1.40790 -2.62426
C: 0.27839 -0.26289 -2.77390
H: -0.57308 -0.16217 -3.44251
H: 0.49958 1.82788 -1.98207
H: 2.98170 -1.72982 -1.42426
H: 0.99591 -2.34835 -3.15291
C: -2.22080 2.09655 0.18643
C: -2.44669 1.43164 -1.05597
C: -3.33253 0.34303 -0.81131
H: -2.03109 1.73043 -2.01795
C: -3.63827 0.32446 0.57846
C: -2.93107 1.38962 1.20156
H: -2.98850 1.68825 2.25158
H: -1.66144 3.01811 0.32625
H: -3.72727 -0.34419 -1.57082
H: -4.34249 -0.35234 1.07995
O: -0.77042 -4.81601 0.59437
C: -0.37112 -4.03645 -0.61647
C: 0.81546 -4.83103 -1.14102
H: -0.04722 -3.03052 -0.25776
H: -1.19352 -3.91450 -1.32756
C: 1.45603 -5.33293 0.21515
H: 1.50014 -4.28548 -1.80037
H: 0.43859 -5.65218 -1.77544
C: 0.47535 -4.87924 1.32023
H: 2.44655 -4.88702 0.35517
H: 1.49257 -6.43657 0.24691
H: 0.74873 -3.83946 1.63328
H: 0.33375 -5.56224 2.17711
Cl: 4.63128 5.26624 4.44910
C: 3.63934 4.13446 3.63543
C: 3.14781 4.40874 2.34057
C: 2.29837 3.49861 1.69830
C: 1.92794 2.30599 2.32142
C: 2.45182 2.02621 3.58798
C: 3.28760 2.92602 4.25794
C: 0.95846 1.36704 1.64888
O: 0.40760 1.82144 0.57922
O: 0.72833 0.19229 2.10426
H: 3.43688 5.34269 1.85671
H: 1.91581 3.71593 0.70770
H: 2.18773 1.08318 4.04887
H: 3.66741 2.69278 5.25304

Results
Total energy = -1801.809057 hartree
Net charge = -1
LUMO = 0.0870 hartree

---

4.
The following is a quantum chemistry calculation of a molecular structure, C7H7HfO4P in a non-equilibrium geometry, from the Open Molecules 2025 dataset.

Atoms and positions in Å:
C: 0.36755 0.55872 -2.20537
C: -0.23200 0.37934 -0.73019
C: -0.04203 -0.84248 0.03775
P: 0.98295 -2.32828 -0.60262
O: 2.61005 -1.87716 -0.27321
O: 0.73780 -3.65225 0.45440
C: -0.75225 -0.88292 1.49455
O: -1.34710 -1.89903 1.87554
C: -0.64876 0.49503 2.33838
C: -0.84604 1.70727 1.57222
C: -1.08930 1.57183 -0.01604
O: -1.86899 2.36707 -0.67149
H: 0.10163 1.57400 -2.65817
H: 1.49275 0.32192 -2.25432
H: -0.16228 -0.22846 -2.87562
H: 2.57137 -0.88642 -0.14004
H: 1.61825 -4.13321 0.44602
H: -0.43536 0.51107 3.47179
H: -0.80760 2.74146 2.08022
Hf: -2.25064 4.50251 -1.34379

Results
Total energy = -959.058425 hartree
Net charge = +4
LUMO = -0.7251 hartree